Molecular formula: C42H96Cl6N12O12
Method: DFT, ωB97M-V/def2-TZVPD

```
168
Properties=species:S:1:pos:R:3
C 2.5913 -2.4761 2.6230
C 4.0970 -2.4042 2.5480
O 4.6867 -3.0003 1.6515
N 4.8324 -1.5920 3.3112
C 6.2732 -1.4246 3.1434
H 2.2722 -3.4966 2.6859
H 2.1386 -2.0409 1.7176
H 2.1119 -1.9411 3.3896
H 4.3461 -0.9283 3.8835
H 6.5912 -0.5226 2.6352
H 6.5285 -2.3086 2.4867
H 6.7258 -1.4597 4.1201
C -3.1221 2.1236 -1.0762
C -2.6472 2.9311 0.0631
O -1.4955 3.4227 0.0285
N -3.4531 3.0342 1.1729
C -2.9254 3.5254 2.4445
H -4.2129 2.2453 -1.1935
H -2.7717 1.0584 -0.8309
H -2.5213 2.3435 -1.9633
H -4.3832 2.6848 1.1425
H -3.3248 4.4252 2.7607
H -1.8811 3.6026 2.3025
H -3.1731 2.7822 3.2381
C 4.1591 5.7412 1.9324
C 2.7727 5.1393 1.8699
O 2.3410 4.3806 2.7404
N 2.0706 5.5507 0.8103
C 0.6367 5.4125 0.5809
H 4.7602 5.2874 2.7134
H 4.0425 6.8465 2.1397
H 4.6207 5.7604 0.9357
H 2.6541 5.8080 0.0384
H 0.2247 6.3911 0.3294
H 0.1480 5.1285 1.5014
H 0.5097 4.6604 -0.1762
C -0.1267 0.3248 -1.3086
C -0.0631 -0.0596 0.1587
O 0.0656 -1.2602 0.4720
N -0.1350 0.8924 1.0865
C 0.0470 0.8420 2.5868
H 0.7940 0.0457 -1.7098
H -0.2667 1.3817 -1.5745
H -0.8954 -0.3557 -1.6006
H -0.3908 1.8628 0.7782
H 0.5175 1.7025 2.9575
H 0.6232 -0.0939 2.7743
H -0.9216 0.8146 3.1035
C -5.0126 -0.4524 0.1329
C -5.8537 0.6715 -0.3784
O -5.8897 1.7416 0.2216
N -6.6165 0.4616 -1.5115
C -7.4477 1.6106 -1.8282
H -4.0379 -0.4442 -0.4514
H -5.4131 -1.4271 -0.0954
H -4.8423 -0.3108 1.1768
H -6.1048 -0.0920 -2.1779
H -8.0742 1.2992 -2.5918
H -6.8973 2.5168 -2.0919
H -7.9530 1.8487 -0.9150
C 6.1307 3.3494 -1.2584
C 4.6574 3.3724 -0.8476
O 4.0706 4.4175 -0.7216
N 4.0819 2.1513 -0.5891
C 2.7113 1.9693 -0.1367
H 6.3433 4.2305 -1.8055
H 6.3070 2.5496 -1.9659
H 6.8035 3.3116 -0.4185
H 4.6852 1.3917 -0.7348
H 2.5694 0.9498 0.1432
H 2.0712 2.1792 -0.9968
H 2.4119 2.6535 0.7220
C 2.0212 2.1026 5.8353
C 2.8833 1.4037 4.8835
O 3.0947 0.1949 4.9761
N 3.4614 2.1738 3.9225
C 4.3239 1.6290 2.9375
H 2.4614 2.0826 6.8086
H 1.0327 1.7050 5.9731
H 1.9225 3.1810 5.5638
H 3.1303 3.1010 3.7662
H 4.4634 2.3739 2.1654
H 3.9681 0.7006 2.4971
H 5.3094 1.4715 3.3143
C 0.0663 -2.1942 6.5481
C -0.7085 -0.8964 6.6351
O -1.4824 -0.5872 5.7631
N -0.4490 -0.0824 7.7005
C 0.4963 -0.2325 8.7615
H -0.2681 -2.8262 5.7182
H -0.1205 -2.7577 7.4895
H 1.0753 -1.9114 6.4077
H -0.9901 0.7744 7.6378
H 0.6365 0.6995 9.3098
H 1.4407 -0.5430 8.4229
H 0.0354 -0.8445 9.4998
C -5.2986 -2.6310 -5.7032
C -5.1526 -1.3353 -4.9282
O -5.9967 -1.0696 -4.0546
N -4.1731 -0.4583 -5.1651
C -4.1591 0.8772 -4.6031
H -5.6325 -2.3031 -6.7201
H -6.1226 -3.1381 -5.2351
H -4.3792 -3.2465 -5.8244
H -3.3505 -0.6535 -5.7403
H -5.1361 1.4203 -4.8001
H -3.4237 1.5138 -4.9862
H -4.0997 0.8478 -3.5221
C 5.1143 0.7724 -5.1488
C 3.9022 1.4588 -4.6134
O 2.8063 0.8973 -4.4033
N 4.0359 2.7946 -4.3360
C 2.8438 3.6217 -3.9178
H 4.9770 -0.2727 -4.9206
H 6.0057 1.1478 -4.5884
H 5.3296 0.8578 -6.2343
H 4.9084 3.2764 -4.4836
H 2.2240 3.7273 -4.7814
H 3.2769 4.5713 -3.5992
H 2.2244 3.1661 -3.1465
C -6.2275 -4.4626 -2.6143
C -4.8092 -4.3028 -2.0392
O -4.1753 -5.1877 -1.5305
N -4.3126 -3.0333 -2.1432
C -3.0303 -2.7086 -1.5711
H -6.8105 -5.2368 -2.1009
H -6.0781 -4.7381 -3.6742
H -6.8931 -3.6157 -2.5457
H -4.8471 -2.3938 -2.7024
H -2.3469 -3.4725 -1.9392
H -3.0583 -2.7814 -0.5000
H -2.7758 -1.6830 -1.7946
C -0.6338 -3.7390 -4.7178
C -0.9724 -2.2614 -4.8784
O -2.1172 -1.9579 -5.2825
N -0.0388 -1.3348 -4.6878
C -0.3926 0.1169 -4.6494
H -1.3699 -4.2416 -4.1034
H 0.3531 -3.9111 -4.2856
H -0.7621 -4.2367 -5.6646
H 0.8793 -1.6992 -4.4516
H 0.2122 0.6780 -3.9681
H -1.4976 0.0559 -4.3504
H -0.3451 0.5276 -5.6313
Cl 1.2357 -4.6388 0.1129
C -0.4611 -4.7311 -0.4378
C -1.2759 -5.8766 0.1882
Cl -0.5900 -7.5413 -0.2213
H -0.4245 -4.8367 -1.5093
H -0.9692 -3.7801 -0.1896
H -2.2543 -5.9805 -0.2778
H -1.2557 -5.7298 1.2925
Cl 2.9273 -3.9871 -2.7711
C 2.8787 -2.2693 -2.0902
C 4.0954 -1.9516 -1.2475
Cl 5.5097 -1.2706 -2.2113
H 1.9561 -2.2352 -1.4885
H 2.8192 -1.5588 -2.9080
H 4.4953 -2.7612 -0.6168
H 3.8328 -1.1190 -0.6700
Cl -3.5028 -3.3662 1.9023
C -2.2432 -2.4414 2.8977
C -0.8989 -3.1566 3.0073
Cl -1.0958 -4.6886 3.8561
H -2.6486 -2.4092 3.9305
H -2.1192 -1.4246 2.4376
H -0.1058 -2.5791 3.4634
H -0.5558 -3.3441 1.9908
```

Results
2S+1: 1
F_max: 3.59 eV/Å
Electronic energy: -5979.2302 Eh

***

Molecular formula: C42H98AsCuF6O21
Method: DFT, ωB97M-V/def2-TZVPD

```
169
Properties=species:S:1:pos:R:3
Cu -11.5456 -7.7892 0.6077
As -9.3254 -10.9540 0.0024
F -8.1904 -9.7099 -0.6947
F -10.4874 -9.6654 0.4704
F -10.4688 -12.2094 0.6572
F -8.0674 -12.1677 -0.3668
F -8.6670 -10.8516 1.6800
F -10.1832 -11.0303 -1.5131
C -4.6684 -15.2796 -7.0882
O -5.3811 -14.4190 -6.1956
C -4.4938 -13.6464 -5.3638
C -5.3647 -13.1160 -4.2400
O -4.5805 -12.4576 -3.3146
C -5.2446 -12.3477 -2.0430
C -4.3317 -11.9710 -0.9746
O -3.6949 -10.8489 -1.2579
C -2.3349 -10.7964 -1.0458
H -5.3527 -15.7431 -7.7988
H -4.2337 -16.0458 -6.4462
H -3.8875 -14.7498 -7.6338
H -3.9827 -12.8688 -5.9314
H -3.6874 -14.1777 -4.8584
H -6.0970 -13.8634 -3.9347
H -5.9263 -12.2675 -4.6309
H -5.8044 -13.2726 -1.9043
H -6.0024 -11.5850 -2.2228
H -3.5990 -12.7007 -0.6299
H -4.8608 -11.7171 -0.0560
H -1.8848 -9.8956 -1.4630
H -1.7918 -11.5112 -1.6640
H -2.0847 -10.8873 0.0112
C -16.7578 -12.9969 7.0004
O -15.3087 -13.1045 6.8162
C -14.4457 -11.9509 6.8442
C -13.0651 -12.1651 6.2161
O -13.1918 -12.5576 4.8066
C -11.8646 -12.8376 4.2696
C -11.4854 -14.3517 4.3201
O -11.3683 -14.8475 5.6813
C -10.4169 -15.8378 5.9068
H -17.1882 -12.7177 6.0387
H -17.1013 -12.3183 7.7812
H -17.0646 -14.0337 7.1386
H -14.5598 -11.5856 7.8648
H -14.8266 -11.1751 6.1799
H -12.5322 -12.9064 6.8115
H -12.4144 -11.2922 6.2689
H -11.0590 -12.3167 4.7870
H -11.8352 -12.3309 3.3050
H -10.5939 -14.3713 3.6931
H -12.3497 -14.8631 3.8964
H -10.8420 -16.7135 5.4162
H -10.3513 -16.0498 6.9739
H -9.4065 -15.8444 5.4979
C -5.4282 -7.2652 -1.6800
O -5.4251 -6.3209 -0.6355
C -4.2053 -5.6850 -0.2823
C -4.5292 -4.5604 0.7619
O -3.2918 -4.0073 1.1765
C -3.2486 -3.6330 2.4846
C -1.6735 -3.5756 2.6557
O -1.1736 -4.8814 2.9472
C -0.2938 -5.3987 2.0290
H -5.1780 -6.6930 -2.5734
H -6.3953 -7.7587 -1.7756
H -4.7442 -8.1107 -1.6073
H -3.6192 -5.3698 -1.1456
H -3.5694 -6.3605 0.2899
H -5.0706 -5.0635 1.5631
H -5.2040 -3.8051 0.3591
H -3.7928 -4.2323 3.2145
H -3.7189 -2.6660 2.6636
H -1.3623 -2.9369 3.4823
H -1.1642 -3.0580 1.8428
H 0.3292 -6.0610 2.6301
H 0.3913 -4.7293 1.5088
H -0.7217 -6.0218 1.2436
C -9.7136 -14.3100 -3.2043
O -10.2786 -15.2400 -2.3022
C -9.4178 -15.5102 -1.1978
C -10.1846 -16.6328 -0.3722
O -9.3452 -17.0746 0.7079
C -9.8900 -18.1596 1.5437
C -11.1895 -17.8769 2.1738
O -12.4103 -18.2653 1.4158
C -13.5702 -18.0292 2.1740
H -10.3774 -14.3310 -4.0686
H -8.6710 -14.4060 -3.5072
H -9.7696 -13.3128 -2.7678
H -9.2103 -14.6156 -0.6107
H -8.4919 -15.9090 -1.6123
H -10.3785 -17.4656 -1.0482
H -11.1988 -16.3124 -0.1338
H -9.1855 -18.5646 2.2702
H -9.9307 -19.0552 0.9237
H -11.2832 -16.8095 2.3741
H -11.0968 -18.2828 3.1811
H -13.6055 -19.0153 2.6372
H -14.4975 -17.9167 1.6124
H -13.3528 -17.2157 2.8662
C -11.3816 -4.3370 0.9516
O -11.8535 -5.5046 1.6142
C -13.1742 -5.1790 2.1074
C -13.5515 -6.4491 2.8102
O -13.4686 -7.6733 2.0326
C -13.9142 -8.8618 2.6214
C -14.3364 -9.7509 1.4424
O -13.0922 -9.9232 0.5528
C -13.2272 -10.9091 -0.4108
H -10.3425 -4.4907 0.6604
H -11.3829 -3.3961 1.5018
H -12.1279 -4.1210 0.1871
H -13.9412 -4.8455 1.4084
H -13.0495 -4.4384 2.8974
H -14.5864 -6.5140 3.1462
H -12.9614 -6.6921 3.6938
H -14.7141 -8.6659 3.3355
H -13.1721 -9.4622 3.1476
H -15.0636 -9.3805 0.7199
H -14.5605 -10.7359 1.8517
H -12.3990 -10.8780 -1.1188
H -14.2417 -10.9724 -0.8042
H -13.0366 -11.8516 0.1025
C -5.6397 -8.6629 1.5463
O -5.7807 -8.9574 3.0164
C -5.5375 -10.2865 3.3112
C -5.9476 -10.6375 4.7820
O -5.6472 -12.0359 5.1010
C -6.2226 -12.5519 6.3156
C -7.6974 -13.1325 6.2924
O -7.7848 -14.0640 5.2284
C -7.7614 -13.6364 3.8739
H -5.7115 -7.5886 1.3766
H -6.4276 -9.1628 0.9829
H -4.6565 -8.9822 1.2007
H -4.4585 -10.4210 3.2352
H -5.9372 -11.0601 2.6556
H -7.0218 -10.4525 4.7847
H -5.5140 -9.8525 5.4015
H -6.1093 -11.8792 7.1657
H -5.6179 -13.4134 6.5991
H -8.4732 -12.3672 6.2735
H -7.8097 -13.6053 7.2680
H -7.9206 -14.5386 3.2833
H -6.9083 -13.0918 3.4694
H -8.7096 -13.1298 3.6945
C -10.5250 -8.2432 -2.6946
O -10.1914 -7.8168 -1.3303
C -9.2246 -6.7028 -1.2796
C -8.3924 -6.5462 0.0522
O -9.3560 -6.5253 1.0792
C -8.8441 -6.7896 2.3819
C -10.0068 -7.1856 3.2848
O -10.8527 -8.1885 2.6851
C -10.6393 -9.3891 3.5048
H -11.3614 -8.9419 -2.7106
H -9.6828 -8.6357 -3.2643
H -10.8937 -7.5185 -3.4205
H -9.9094 -5.8966 -1.5427
H -8.5393 -6.7010 -2.1273
H -7.8323 -5.6265 -0.1166
H -7.7822 -7.4423 0.1657
H -8.2780 -5.8823 2.5927
H -8.2758 -7.7192 2.3464
H -10.6656 -6.3397 3.4809
H -9.5695 -7.4281 4.2534
H -11.1376 -9.2419 4.4630
H -9.5784 -9.5663 3.6812
H -11.0271 -10.1758 2.8576
```

Results
2S+1: 2
F_max: 4.99 eV/Å
Electronic energy: -7713.7396 Eh
Charge: +1
Expectation value of S²: 0.75

***

> Among the records above, which one has the lowest F_max?

C42H96Cl6N12O12

***

> electronic energy of number 2 (C42H98AsCuF6O21)?

-7713.7396 Eh